7
Properties=species:S:1:pos:R:3:forces:R:3 method="wB97M-V/def2-TZVPD" de_lowest_kcal_mol=38.6 gap_ev="7.68 / 7.68" total_charge=-1
C -2.0462 0.3769 -0.2357 -1.26 0.92 0.80
O 2.0958 -1.1198 -1.7319 1.08 0.91 2.17
O 2.6774 -1.3150 0.6679 0.20 -0.84 1.00
F -2.2627 -0.3517 0.8901 -0.08 0.13 -0.27
F -2.3559 1.6915 0.2471 0.59 -1.24 -0.48
S 2.4251 -0.4598 -0.4411 -0.66 -0.42 -3.47
Cl 0.0585 0.3428 -0.2168 0.13 0.56 0.24